The following is a DFT calculation (wB97M-V/def2-TZVPD) of an isolated ion of composition C2H6O2PS and charge -1 at a distorted geometry.

- energy relative to the best compared isomer or geometry (same formula, charge and spin) (kJ/mol) = 384.1
- E_HOMO (Eh) = -0.107
- gap between HOMO and LUMO (eV) = 6.707
- charge = -1

Cartesian coordinates (Å):
H: 0.5898 1.2361 -0.7602
H: 2.6484 -0.1818 0.0558
H: 1.6321 -0.9358 1.0693
H: 0.1334 0.8387 0.7728
H: 1.5788 -1.5082 -0.6424
O: -2.1835 -0.2463 0.7079
H: -1.4949 -0.1564 1.3651
S: -2.7521 1.3728 0.5055
C: 1.6640 -0.5720 0.0374
P: -0.9017 -0.5576 -0.9607
C: 0.5502 0.4072 -0.1549
O: -1.4646 0.3034 -1.9956

Forces on atoms 1 to 6 (eV/Å):
H 1.0 1.8 -1.8
H 1.1 0.6 -0.8
H -0.4 -0.4 -0.1
H 0.4 -0.3 0.0
H 0.3 1.5 0.9
O 0.7 -0.9 -0.6

These are the Mulliken partial charges, in e, on atoms 1 to 5: 0.429 0.345 0.238 0.290 0.272